This record from the OMol25 dataset describes a 7-piece molecular cluster, C42H41IN6O15 overall. The level of theory is wB97M-V/def2-TZVPD.

## Properties
**F_max**: 0.74 eV/A
**HOMO energy**: -9.0470 eV
**Structure (SMILES)**: O=[N+]([O-])c1ccccc1.O=[N+]([O-])c1ccccc1.O=[N+]([O-])c1ccccc1.O=[N+]([O-])c1ccccc1.O=[N+]([O-])c1ccccc1.O=[N+]([O-])c1ccccc1.COCCOCCC(=O)I

Last column: Mulliken charge in e.
Positions of all 105 atoms, in Å:
1 O 2.477 0.432 -0.010  -0.57
2 N 3.371 -0.370 -0.196  1.04
3 O 3.945 -0.535 -1.254  -0.64
4 C 3.763 -1.213 0.949  -0.08
5 C 3.054 -1.085 2.130  -0.17
6 C 3.404 -1.905 3.191  -0.73
7 C 4.442 -2.817 3.059  -0.34
8 C 5.140 -2.924 1.862  -0.46
9 C 4.799 -2.115 0.790  -0.51
10 H 2.246 -0.371 2.201  0.77
11 H 2.860 -1.831 4.122  0.41
12 H 4.709 -3.451 3.892  0.38
13 H 5.951 -3.632 1.769  0.41
14 H 5.315 -2.179 -0.156  0.47
15 O -1.498 -1.989 -3.017  -0.63
16 N -0.886 -0.948 -3.157  1.09
17 O 0.129 -0.653 -2.560  -0.58
18 C -1.440 0.059 -4.081  0.09
19 C -2.639 -0.206 -4.716  -0.55
20 C -3.200 0.793 -5.497  -0.46
21 C -2.560 2.019 -5.623  -0.50
22 C -1.346 2.249 -4.989  -0.53
23 C -0.769 1.261 -4.210  -0.24
24 H -3.127 -1.158 -4.571  0.48
25 H -4.150 0.622 -5.983  0.40
26 H -3.018 2.810 -6.204  0.44
27 H -0.857 3.210 -5.079  0.46
28 H 0.160 1.418 -3.683  0.52
29 O -4.329 2.766 -2.163  -0.58
30 N -3.732 3.824 -2.228  1.17
31 O -2.675 4.053 -1.674  -0.57
32 C -4.314 4.893 -3.061  -0.26
33 C -5.518 4.665 -3.702  -0.31
34 C -6.032 5.676 -4.500  -0.53
35 C -5.341 6.873 -4.646  -0.52
36 C -4.132 7.074 -3.993  -0.27
37 C -3.610 6.076 -3.186  -0.17
38 H -6.028 3.722 -3.575  0.48
39 H -6.974 5.525 -5.010  0.39
40 H -5.750 7.655 -5.272  0.39
41 H -3.591 8.004 -4.100  0.44
42 H -2.684 6.205 -2.647  0.34
43 O -0.285 -5.191 4.615  -0.62
44 N -0.373 -4.705 3.505  1.02
45 O 0.475 -4.005 2.986  -0.57
46 C -1.593 -4.993 2.720  0.18
47 C -2.628 -5.680 3.325  -0.50
48 C -3.777 -5.919 2.587  -0.40
49 C -3.869 -5.479 1.273  -0.59
50 C -2.808 -4.805 0.682  -0.48
51 C -1.653 -4.557 1.408  -0.33
52 H -2.531 -6.006 4.350  0.46
53 H -4.604 -6.446 3.043  0.38
54 H -4.772 -5.661 0.705  0.45
55 H -2.875 -4.474 -0.347  0.48
56 H -0.809 -4.049 0.970  0.52
57 O 7.188 -3.261 5.747  -0.60
58 N 7.133 -4.353 5.220  0.96
59 O 7.033 -4.534 4.020  -0.55
60 C 7.180 -5.543 6.091  0.16
61 C 7.266 -5.358 7.458  -0.38
62 C 7.303 -6.480 8.270  -0.42
63 C 7.253 -7.749 7.709  -0.43
64 C 7.168 -7.906 6.332  -0.46
65 C 7.130 -6.795 5.506  -0.30
66 H 7.303 -4.359 7.866  0.45
67 H 7.368 -6.360 9.343  0.37
68 H 7.280 -8.621 8.349  0.38
69 H 7.130 -8.896 5.898  0.37
70 H 7.062 -6.886 4.432  0.45
71 O -0.800 7.198 -1.299  -0.57
72 N -0.559 7.638 -2.404  1.00
73 O -1.288 8.403 -3.010  -0.61
74 C 0.679 7.189 -3.066  0.32
75 C 1.470 6.258 -2.418  -0.41
76 C 2.621 5.820 -3.054  -0.54
77 C 2.956 6.316 -4.307  -0.45
78 C 2.145 7.253 -4.934  -0.46
79 C 0.988 7.699 -4.314  -0.45
80 H 1.181 5.886 -1.446  0.50
81 H 3.252 5.088 -2.570  0.43
82 H 3.855 5.969 -4.799  0.40
83 H 2.410 7.638 -5.909  0.39
84 H 0.337 8.424 -4.778  0.47
85 C -0.226 -1.107 1.530  -0.62
86 O -0.510 0.270 1.478  -0.49
87 C -0.737 0.724 0.161  -0.26
88 C -1.906 1.727 0.101  -0.10
89 O -2.904 1.460 1.070  -0.34
90 C -4.089 0.850 0.628  -0.58
91 C -4.224 -0.541 1.279  0.64
92 C -5.119 -1.449 0.485  0.12
93 O -4.995 -1.776 -0.634  -0.45
94 I -6.822 -2.207 1.605  -0.08
95 H 0.007 -1.366 2.563  0.37
96 H -1.089 -1.700 1.201  0.19
97 H 0.631 -1.369 0.894  0.37
98 H 0.169 1.208 -0.222  0.42
99 H -0.949 -0.130 -0.500  0.05
100 H -2.344 1.670 -0.904  0.06
101 H -1.570 2.757 0.235  0.22
102 H -4.934 1.480 0.931  0.29
103 H -4.107 0.764 -0.465  0.25
104 H -4.560 -0.466 2.310  0.50
105 H -3.232 -1.006 1.273  -0.57

***

This record from the OMol25 dataset describes a 8-piece molecular cluster, C31H63NO31S8 overall. The level of theory is wB97M-V/def2-TZVPD.

## Properties
**F_max**: 0.48 eV/A
**HOMO energy**: -9.2658 eV
**Structure (SMILES)**: CCCCCCCCCCC[C@@H]1COS(=O)(=O)C[C@H]1NCC.O=S1(=O)OCCO1.O=S1(=O)OCCO1.O=S1(=O)OCCO1.O=S1(=O)OCCO1.O=S1(=O)OCCO1.O=S1(=O)OCCO1.O=S1(=O)OCCO1

Last column: Mulliken charge in e.
Positions of all 134 atoms, in Å:
1 C 4.238 0.938 0.002  -1.37
2 C 4.435 2.452 -0.162  1.65
3 C 5.901 2.931 -0.142  -1.07
4 C 6.265 3.679 -1.422  -1.20
5 C 5.461 4.966 -1.667  -0.07
6 C 5.245 5.878 -0.457  -0.59
7 C 4.203 6.980 -0.712  -1.01
8 C 2.878 6.813 0.053  0.19
9 C 1.715 7.607 -0.569  -1.39
10 C 0.670 6.823 -1.375  -0.48
11 C 1.215 5.730 -2.301  -1.54
12 C 1.451 4.322 -1.697  3.51
13 C 1.372 3.275 -2.793  -1.12
14 O 0.040 3.216 -3.375  -0.53
15 S -1.101 2.709 -2.417  1.21
16 O -0.780 1.363 -2.016  -0.43
17 O -2.332 2.970 -3.083  -0.75
18 C -0.914 3.771 -1.023  -1.09
19 C 0.537 3.942 -0.535  -1.54
20 N 1.080 2.784 0.170  0.80
21 C 0.458 2.491 1.461  0.35
22 C 0.731 3.577 2.491  -1.55
23 H 3.279 0.748 0.488  0.23
24 H 5.003 0.502 0.637  0.30
25 H 4.220 0.420 -0.957  0.33
26 H 3.875 2.950 0.630  -0.27
27 H 3.994 2.756 -1.113  -0.49
28 H 6.576 2.081 -0.017  0.45
29 H 6.067 3.572 0.724  0.43
30 H 6.084 3.006 -2.265  0.35
31 H 7.331 3.915 -1.423  0.44
32 H 5.999 5.556 -2.414  0.51
33 H 4.492 4.735 -2.122  -0.14
34 H 6.203 6.354 -0.232  0.39
35 H 4.955 5.305 0.424  0.34
36 H 4.013 7.072 -1.784  0.43
37 H 4.624 7.939 -0.399  0.39
38 H 2.637 5.757 0.191  -0.34
39 H 3.044 7.208 1.058  0.62
40 H 2.146 8.393 -1.195  0.37
41 H 1.174 8.128 0.225  0.39
42 H 0.138 7.548 -1.996  0.48
43 H -0.083 6.433 -0.691  0.26
44 H 2.175 6.082 -2.690  0.37
45 H 0.561 5.637 -3.170  0.76
46 H 2.480 4.260 -1.338  -2.11
47 H 1.651 2.279 -2.447  0.43
48 H 2.034 3.543 -3.615  0.55
49 H -1.341 4.725 -1.336  0.44
50 H -1.566 3.353 -0.255  0.31
51 H 0.510 4.763 0.180  0.37
52 H 0.978 1.967 -0.420  0.35
53 H -0.626 2.318 1.400  -0.57
54 H 0.894 1.555 1.818  0.61
55 H 0.437 4.566 2.140  0.22
56 H 1.783 3.614 2.771  0.28
57 H 0.143 3.381 3.386  0.49
58 O -1.740 5.072 4.314  -0.56
59 S -2.802 4.349 3.720  1.12
60 O -2.954 4.310 2.309  -0.51
61 O -4.166 4.815 4.404  -0.34
62 C -4.865 3.690 4.963  -0.39
63 C -3.756 2.729 5.345  -0.36
64 O -2.827 2.853 4.257  -0.19
65 H -5.524 3.268 4.203  0.29
66 H -5.445 4.034 5.814  0.32
67 H -4.081 1.694 5.401  0.32
68 H -3.262 3.018 6.274  0.27
69 O 1.386 -4.406 -1.820  -0.59
70 S 0.051 -4.123 -2.212  1.07
71 O -0.984 -5.043 -1.887  -0.53
72 O 0.025 -3.771 -3.750  -0.32
73 C -0.629 -2.492 -3.963  -0.07
74 C -0.283 -1.702 -2.720  -0.15
75 O -0.382 -2.692 -1.672  -0.29
76 H -1.697 -2.674 -4.047  0.11
77 H -0.249 -2.044 -4.875  0.33
78 H -0.987 -0.904 -2.502  0.16
79 H 0.729 -1.298 -2.745  0.18
80 O -6.202 -3.578 -4.853  -0.58
81 S -4.887 -3.964 -4.503  0.98
82 O -3.822 -3.024 -4.554  -0.52
83 O -4.494 -5.263 -5.332  -0.33
84 C -4.065 -6.317 -4.450  -0.24
85 C -4.866 -6.076 -3.187  -0.24
86 O -4.861 -4.637 -3.061  -0.24
87 H -2.991 -6.221 -4.282  0.21
88 H -4.288 -7.272 -4.916  0.31
89 H -4.405 -6.500 -2.300  0.33
90 H -5.891 -6.425 -3.277  0.24
91 O -0.709 0.491 3.370  -0.51
92 S -1.866 -0.233 2.989  0.98
93 O -2.780 -0.696 3.971  -0.61
94 O -1.404 -1.435 2.047  -0.17
95 C -2.100 -1.387 0.789  0.45
96 C -2.368 0.089 0.576  0.03
97 O -2.700 0.564 1.892  -0.28
98 H -3.021 -1.966 0.870  0.25
99 H -1.464 -1.784 0.009  -0.29
100 H -3.208 0.283 -0.084  0.50
101 H -1.484 0.615 0.214  -0.13
102 O -7.280 -7.744 -1.790  -0.49
103 S -7.434 -8.276 -0.482  1.07
104 O -7.481 -9.673 -0.272  -0.54
105 O -8.685 -7.564 0.196  -0.32
106 C -8.307 -6.935 1.432  -0.33
107 C -6.860 -6.541 1.206  -0.25
108 O -6.320 -7.658 0.480  -0.29
109 H -8.413 -7.655 2.244  0.29
110 H -8.959 -6.083 1.598  0.30
111 H -6.299 -6.427 2.128  0.32
112 H -6.773 -5.640 0.596  0.23
113 O 1.421 -8.568 3.108  -0.56
114 S 1.763 -7.233 2.784  1.07
115 O 2.517 -6.439 3.688  -0.57
116 O 0.436 -6.464 2.353  -0.34
117 C 0.586 -5.884 1.043  0.31
118 C 1.553 -6.813 0.339  -0.22
119 O 2.495 -7.159 1.374  -0.33
120 H 0.989 -4.874 1.150  -0.16
121 H -0.387 -5.846 0.562  0.21
122 H 2.085 -6.335 -0.476  0.31
123 H 1.060 -7.722 -0.009  0.29
124 O 6.542 -1.660 1.924  -0.57
125 S 5.445 -2.279 1.272  1.07
126 O 5.363 -2.308 -0.143  -0.52
127 O 4.096 -1.685 1.888  -0.19
128 C 3.260 -2.741 2.384  -0.18
129 C 4.239 -3.806 2.830  -0.14
130 O 5.257 -3.765 1.812  -0.33
131 H 2.620 -3.091 1.570  0.09
132 H 2.650 -2.353 3.195  0.35
133 H 3.805 -4.799 2.856  0.10
134 H 4.684 -3.567 3.797  0.31

***

This record from the OMol25 dataset describes C30H25AgN4O2S2 as an isolated structure. The level of theory is wB97M-V/def2-TZVPD.

## Properties
**Charge**: -2
**F_max**: 0.35 eV/A
**HOMO energy**: 0.3059 eV

Last column: Mulliken charge in e.
Positions of all 64 atoms, in Å:
1 Ag -0.961 0.143 -1.136  -0.52
2 C 1.081 -0.031 -1.160  1.54
3 C 2.302 -0.138 -1.155  -0.71
4 C 3.728 -0.262 -1.151  -1.20
5 C 4.489 0.901 -1.529  0.36
6 C 5.841 0.895 -1.970  -0.36
7 C 6.503 2.052 -2.344  -0.52
8 C 5.877 3.294 -2.316  -0.46
9 C 4.537 3.326 -1.925  -0.41
10 C 3.865 2.180 -1.554  -0.72
11 C 4.270 -1.539 -0.777  0.28
12 C 3.425 -2.686 -0.734  -0.66
13 C 3.884 -3.934 -0.369  -0.43
14 C 5.213 -4.146 0.001  -0.44
15 C 6.053 -3.037 0.015  -0.57
16 C 5.607 -1.780 -0.354  -0.34
17 H 6.362 -0.044 -2.073  0.51
18 H 7.533 1.976 -2.683  0.32
19 H 6.402 4.197 -2.604  0.34
20 H 4.004 4.272 -1.911  0.33
21 H 2.820 2.231 -1.274  0.34
22 H 2.384 -2.546 -0.997  0.47
23 H 3.186 -4.767 -0.369  0.33
24 H 5.570 -5.129 0.287  0.34
25 H 7.085 -3.148 0.340  0.32
26 H 6.293 -0.952 -0.261  0.51
27 C -3.167 -6.046 0.531  -1.39
28 C -2.835 -4.639 0.117  1.31
29 C -3.603 -3.559 0.524  -0.74
30 C -3.257 -2.276 0.117  -0.34
31 N -2.204 -2.029 -0.657  -0.10
32 C -1.453 -3.062 -1.042  -0.25
33 C -1.732 -4.370 -0.688  -0.73
34 H -4.037 -6.069 1.186  0.34
35 H -2.328 -6.502 1.060  0.31
36 H -3.379 -6.668 -0.341  0.30
37 H -4.469 -3.697 1.160  0.34
38 H -3.840 -1.411 0.415  0.36
39 H -0.582 -2.815 -1.641  0.35
40 H -1.081 -5.168 -1.026  0.38
41 N -1.311 4.546 4.303  -0.64
42 C -2.251 3.771 3.599  1.13
43 C -1.968 2.440 3.287  -0.75
44 C -2.889 1.673 2.604  -0.48
45 C -4.114 2.218 2.228  -0.20
46 C -4.405 3.535 2.539  -0.39
47 C -3.480 4.307 3.229  -0.57
48 S -5.221 1.233 1.243  1.08
49 O -6.308 2.118 0.861  -0.71
50 O -5.570 0.062 2.015  -0.75
51 N -4.309 0.766 0.050  -0.30
52 C -3.917 1.628 -0.901  0.27
53 S -4.821 3.047 -1.442  -0.11
54 C -3.595 3.369 -2.619  -0.31
55 C -2.623 2.437 -2.536  -0.61
56 N -2.797 1.471 -1.576  -0.11
57 H -0.363 4.230 4.160  0.25
58 H -1.382 5.531 4.096  0.23
59 H -1.005 2.019 3.551  0.28
60 H -2.650 0.656 2.323  0.39
61 H -5.350 3.951 2.216  0.44
62 H -3.704 5.343 3.464  0.26
63 H -3.636 4.224 -3.273  0.37
64 H -1.722 2.411 -3.132  0.40

***

This record from the OMol25 dataset describes C13H9BeNO4 as an isolated structure at a distorted geometry. The level of theory is wB97M-V/def2-TZVPD.

## Properties
**Charge**: +2
**F_max**: 11.52 eV/A
**HOMO energy (alpha / beta)**: -15.3705 / -15.3706 eV

Last column: Mulliken charge in e.
Positions of all 28 atoms, in Å:
1 Be -0.020 0.002 -0.737  1.00
2 O 0.234 2.709 -0.756  -0.29
3 C 0.171 1.523 -1.010  -0.12
4 C -0.042 -1.498 -1.058  -0.12
5 O -0.156 -2.708 -0.816  -0.31
6 C 1.594 -0.067 -0.496  0.30
7 O 2.765 -0.076 -0.650  -0.17
8 C -1.634 0.072 -0.525  0.42
9 O -2.798 0.075 -0.673  -0.16
10 C 0.021 0.823 -2.343  -0.20
11 H -0.840 1.192 -2.921  0.47
12 H 0.879 1.107 -2.959  0.47
13 C -0.058 -0.779 -2.363  -0.18
14 H 0.798 -1.117 -2.939  0.47
15 H -0.922 -1.038 -2.988  0.47
16 N -0.033 -0.005 1.385  -0.65
17 C 0.009 -0.015 2.523  0.46
18 C -0.006 -0.022 3.996  0.57
19 C -1.209 0.129 4.692  -0.51
20 C -1.187 0.120 6.072  -0.55
21 C -0.003 -0.031 6.785  -0.44
22 C 1.179 -0.179 6.070  -0.56
23 C 1.196 -0.176 4.689  -0.48
24 H -2.135 0.240 4.144  0.42
25 H -2.109 0.227 6.608  0.42
26 H 0.009 -0.035 7.870  0.43
27 H 2.110 -0.294 6.590  0.42
28 H 2.110 -0.283 4.123  0.42